Entry 1:
{
  "formula": "C29H50AlBrCsF4LiN3O13S",
  "method": "ωB97M-V with the def2-TZVPD basis set",
  "symbols": ["Cs", "Br", "S", "Al", "F", "F", "F", "F", "O", "O", "O", "O", "O", "O", "O", "O", "O", "O", "O", "O", "O", "N", "N", "N", "C", "C", "C", "C", "C", "C", "C", "C", "C", "C", "C", "C", "C", "C", "C", "C", "C", "C", "C", "C", "C", "C", "C", "C", "C", "C", "C", "C", "C", "Li", "H", "H", "H", "H", "H", "H", "H", "H", "H", "H", "H", "H", "H", "H", "H", "H", "H", "H", "H", "H", "H", "H", "H", "H", "H", "H", "H", "H", "H", "H", "H", "H", "H", "H", "H", "H", "H", "H", "H", "H", "H", "H", "H", "H", "H", "H", "H", "H", "H", "H"],
  "positions_angstrom": [[-2.44089, 6.37777, -6.79955], [0.84604, -4.45822, 7.68960], [2.14616, -0.70653, 0.61708], [-3.79029, -3.11306, 1.48181], [-3.59121, -10.81628, 0.73334], [-2.03113, -11.41396, 2.12116], [-3.79614, -10.39216, 2.85110], [0.11994, -6.13791, -1.57474], [2.42191, 3.41710, -0.44215], [2.01762, 3.43212, -3.45923], [-2.68664, -8.08478, 2.13312], [1.11976, -4.75069, 1.99484], [0.17436, -2.00169, 1.79442], [-7.70297, -3.05262, 4.33780], [-1.20897, -9.21905, 0.83846], [-1.89797, -2.65636, 1.44950], [-7.23783, -5.23500, 4.35943], [2.61900, 6.16876, -2.22688], [-0.15654, -3.85531, -0.09353], [-1.62880, 4.71675, -8.14187], [-5.78092, -3.76966, 3.57653], [-0.27332, 3.87719, -6.54538], [-0.02902, 6.04354, -7.24172], [0.15661, -4.42188, 4.00784], [-0.55767, 11.83479, -4.11534], [3.24128, 3.20879, -2.76905], [-0.22508, 10.49458, -3.98231], [-1.08287, -1.98349, 2.10361], [-0.24928, 12.72399, -3.09566], [0.38635, 12.27192, -1.94779], [0.87639, -2.98196, -0.36144], [-1.18250, -3.90719, -1.07098], [0.00865, -2.18766, 5.16424], [1.31192, -4.68444, 3.16455], [3.76205, 6.66081, -2.89899], [1.23777, 2.85501, 0.07462], [-6.97374, -4.02779, 4.09680], [1.49318, 5.85240, -2.98979], [0.41556, 10.04091, -2.83721], [1.08885, 4.38709, -3.00876], [0.36525, -3.68035, 5.22052], [0.72049, 10.93129, -1.81765], [0.41218, -7.57540, 1.64342], [3.14910, 2.63991, -1.36772], [-0.69657, 4.85806, -7.36247], [-0.48934, -7.98294, 0.50670], [0.67932, -1.67180, 0.41734], [-1.49626, -1.16496, 3.28301], [-0.68723, -5.61464, 4.09771], [2.65200, -4.93848, 3.79586], [-2.92760, -10.46201, 1.84259], [-2.24256, -9.08255, 1.62621], [-1.39727, -1.94585, 4.60254], [-5.17087, -5.31710, 4.62376], [-0.16115, -7.33524, 2.54138], [-0.73606, 2.98503, -6.60834], [3.68714, 6.51544, -3.98061], [1.21843, 10.58094, -0.92324], [0.68093, 8.99540, -2.73471], [-0.04150, -1.00745, -0.06825], [3.74681, 2.44423, -3.36262], [3.89266, 7.72439, -2.68954], [-2.54112, -0.88103, 3.13124], [1.37658, -3.77747, 5.59726], [2.67994, -5.97242, 4.15541], [1.61854, 6.20896, -4.02611], [3.87906, 4.09333, -2.79400], [-1.94816, -1.34938, 5.33530], [0.63931, 6.39904, -2.56398], [0.08075, -8.19140, -0.39097], [1.10639, -8.37958, 1.89284], [1.83403, -3.43302, -0.07957], [3.40268, -4.81801, 3.01185], [-0.50404, 13.77053, -3.19618], [1.39507, 2.51669, 1.10252], [0.49707, 3.97112, -5.90128], [-1.20340, -7.20941, 0.24450], [0.97010, -6.69727, 1.32408], [4.18461, 2.58464, -1.01216], [-1.58351, -2.88986, -1.22223], [0.62241, 12.96648, -1.15273], [2.84823, -1.69040, 1.18428], [-0.83608, -4.36730, -2.00214], [-0.46360, 9.79620, -4.77588], [2.76594, 1.61451, -1.39937], [0.89318, 2.00934, -0.52960], [0.03198, -1.82458, 6.19592], [4.64301, 6.12985, -2.53780], [0.74337, 6.18556, -6.61223], [-0.89171, -0.25510, 3.32144], [-0.31445, -4.10796, 5.97854], [0.45578, 3.61748, 0.08588], [0.92976, -2.72107, -1.42810], [-1.93572, -2.89283, 4.47954], [-1.67739, -5.33158, 4.46974], [-0.79907, -6.04248, 3.09970], [-0.31659, 6.80121, -7.82556], [-1.05476, 12.18860, -5.00914], [2.91627, -4.27334, 4.61501], [-0.27060, -6.35069, 4.79871], [0.79115, -1.65426, 4.61249], [0.64713, 4.10120, -2.05126], [-1.96307, -4.55349, -0.66095], [0.27346, 4.30745, -3.73837]],
  "atomic_forces_ev_per_a": [[-8.1, 5.5, 3.9], [0.2, -0.4, 1.2], [0.2, 0.3, 0.1], [-0.2, -0.2, -0.1], [0.0, 0.0, 0.1], [-0.1, 0.0, 0.0], [0.0, -0.1, -0.1], [0.1, -0.2, 0.0], [-0.1, 0.3, -0.2], [0.0, 0.0, -0.4], [0.1, 0.2, 0.0], [0.2, 0.1, -0.5], [0.4, 1.2, 0.1], [-0.2, -0.2, 0.0], [-0.2, 0.2, 0.1], [-0.6, 0.5, 0.3], [0.6, -0.1, 0.3], [0.0, -0.2, 0.2], [-0.1, -0.1, -0.2], [1.3, -2.1, -1.8], [0.3, -0.5, 0.4], [-0.3, 0.1, 0.3], [2.0, -0.5, -0.3], [0.8, -0.3, 0.3], [0.0, 0.0, 0.0], [0.1, 0.1, 0.0], [0.0, -0.1, 0.0], [0.1, -0.6, -0.5], [0.0, 0.0, 0.0], [0.0, 0.0, 0.0], [-0.1, 0.0, -0.2], [0.1, 0.2, 0.0], [0.1, 0.0, 0.0], [-0.2, 0.4, 0.8], [0.0, 0.1, 0.0], [0.0, -0.1, 0.1], [0.7, 0.7, -0.4], [0.0, 0.3, -0.3], [0.0, 0.0, 0.0], [-0.3, -0.2, 0.3], [-0.9, 0.2, -0.8], [0.0, 0.0, 0.0], [0.0, -0.3, 0.0], [0.2, -0.2, 0.2], [4.0, -2.9, -1.3], [0.2, 0.1, -0.2], [-0.3, -0.7, 0.0], [0.1, 0.0, 0.1], [-0.6, 0.5, -0.1], [0.4, 0.2, -0.2], [0.1, 0.2, -0.1], [-0.1, -0.4, 0.0], [-0.2, 0.3, 0.2], [-0.9, 0.1, -0.4], [0.3, -0.5, -0.4], [0.1, 0.0, -0.1], [0.0, 0.0, 0.0], [0.0, 0.0, 0.0], [0.0, 0.0, 0.0], [-0.2, -0.2, 0.2], [0.0, 0.0, 0.0], [0.0, 0.0, 0.0], [0.1, 0.0, 0.0], [0.4, 0.1, -0.2], [0.0, 0.1, 0.0], [0.1, 0.0, 0.0], [-0.2, 0.1, 0.1], [-0.1, -0.2, -0.1], [-0.1, 0.0, -0.1], [-0.1, -0.1, 0.0], [0.1, 0.0, -0.1], [-0.2, 0.0, 0.1], [-0.1, -0.2, 0.1], [0.0, 0.0, 0.0], [0.0, -0.1, 0.0], [0.1, -0.1, -0.1], [-0.1, 0.0, 0.0], [-0.1, -0.2, -0.1], [0.0, -0.1, 0.0], [-0.1, -0.1, -0.1], [0.0, 0.0, 0.0], [0.2, -0.1, 0.0], [0.1, 0.0, 0.2], [0.0, 0.0, -0.1], [-0.1, 0.0, 0.0], [0.0, 0.0, 0.0], [0.2, -0.1, -0.1], [0.0, 0.0, 0.0], [0.1, -0.1, -0.1], [0.0, -0.1, 0.0], [-0.3, 0.0, -0.2], [0.0, 0.0, 0.0], [0.1, 0.0, 0.1], [0.0, 0.1, 0.1], [0.1, 0.0, 0.0], [-0.2, 0.4, 0.5], [0.9, 0.1, -0.6], [0.0, 0.0, 0.0], [-0.1, -0.1, 0.0], [0.0, 0.0, -0.1], [-0.2, 0.0, -0.1], [0.2, 0.1, 0.1], [0.1, 0.0, -0.1], [-0.1, 0.1, 0.1]],
  "homo_energy_ev": -8.792,
  "homo_lumo_gap_ev": 1.69,
  "energy_ha": -5918.55971,
  "total_charge": 1
}

---

Entry 2:
{
  "formula": "C36H45N9",
  "method": "ωB97M-V with the def2-TZVPD basis set",
  "symbols": ["N", "N", "N", "N", "N", "N", "N", "N", "N", "C", "C", "C", "C", "C", "C", "C", "C", "C", "C", "C", "C", "C", "C", "C", "C", "C", "C", "C", "C", "C", "C", "C", "C", "C", "C", "C", "C", "C", "C", "C", "C", "C", "C", "C", "C", "H", "H", "H", "H", "H", "H", "H", "H", "H", "H", "H", "H", "H", "H", "H", "H", "H", "H", "H", "H", "H", "H", "H", "H", "H", "H", "H", "H", "H", "H", "H", "H", "H", "H", "H", "H", "H", "H", "H", "H", "H", "H", "H", "H", "H"],
  "positions_angstrom": [[-4.39574, 2.44273, 1.36510], [-2.25122, 3.38568, -0.74282], [2.47013, -4.00991, 2.14320], [-2.83274, -0.58794, -2.03019], [3.29499, -2.51130, 4.69133], [-3.67803, -1.34671, 3.49894], [2.82128, 2.50312, -6.21725], [3.27760, 0.92730, -0.71460], [-0.36389, 0.83198, -0.47827], [-1.74315, -2.63898, 2.92697], [0.89689, -1.04800, -1.29925], [0.30088, 0.22482, -1.54490], [-3.15724, 3.81775, 2.74404], [-4.02265, -1.99154, 2.35401], [1.31791, -1.38657, 4.12547], [0.61662, -1.21366, 0.22141], [-4.63754, -0.24992, -3.49586], [-1.01612, 3.91729, -2.56961], [3.67800, -1.48070, 3.80806], [2.68583, -5.34055, 0.19659], [5.26864, 1.96161, 0.09063], [-4.26933, 3.69798, 1.76512], [2.34587, -6.19931, 1.25586], [-5.15466, -1.28769, -2.45184], [-2.32156, 3.40516, -2.12136], [4.25162, 0.59495, -1.61064], [2.30174, -5.35183, 2.50008], [1.91195, -2.51956, 4.92188], [-2.45310, 2.43206, 2.79146], [5.61268, 1.23519, -1.21930], [-3.35204, 1.51084, 1.83266], [0.98876, 1.60461, -5.15262], [3.76332, 1.65102, 0.34702], [1.46613, 2.77778, -5.81013], [2.63266, -3.88265, 0.79496], [-2.38282, -1.60162, 3.84592], [-2.94679, -2.82628, 1.88781], [2.14519, 0.60305, -5.08806], [2.51935, -0.65679, 3.46119], [-3.18564, 0.13543, -3.10528], [3.28903, 1.33384, -5.80458], [-1.01755, 4.00040, -0.23992], [-3.87669, -1.43832, -1.58473], [-0.21746, -0.01081, 0.69897], [-0.18264, 4.31895, -1.47166], [0.67168, 4.80756, -1.63233], [5.77687, 2.40703, 0.80609], [-5.01312, 2.02236, 0.73058], [2.84663, -2.74707, 0.45903], [2.10247, -5.78791, 3.53353], [-2.19480, 0.70878, -3.52611], [0.36282, -1.12393, 3.90422], [-3.06197, -3.67992, 1.19849], [-0.84676, 3.89303, -3.55311], [4.08388, -3.07449, 4.95328], [-1.73534, 2.08884, 3.58314], [-1.94400, -0.22171, -1.65867], [1.31590, -1.82219, -1.79590], [2.33182, 0.75257, -0.66407], [-3.55587, -1.99148, -0.79732], [6.61704, 1.14046, -1.65122], [2.38860, -3.27332, 2.74578], [-6.04598, -1.84306, -2.17844], [2.11479, -0.54557, -4.76949], [1.34735, -3.25309, 5.52268], [-1.98373, -1.16743, 4.88559], [-3.32011, 0.57317, 1.43740], [-5.16645, 0.13960, -4.20858], [-0.76656, 4.22965, 0.80028], [4.26206, 0.89722, -6.03382], [2.68004, -5.45960, -0.97004], [-4.28820, -0.65295, 4.19471], [4.70417, -1.21627, 3.57629], [-2.83625, 4.62447, 3.38736], [-0.07094, 1.43134, -4.78440], [-3.23960, 3.30736, -2.51817], [-0.82359, -3.18417, 2.96262], [0.83961, 3.59490, -6.37791], [3.45718, 3.07511, -6.68479], [-5.02480, 4.30966, 1.28088], [-0.98488, 1.77599, -0.54047], [4.05621, -0.06594, -2.33777], [-5.10153, -1.66891, 1.99208], [3.15924, 2.12013, 1.17124], [2.40091, -7.35311, 1.21754], [-0.68750, 0.25304, 1.66759], [-2.95194, 3.21791, -0.14398], [2.63838, 0.15619, 2.66686], [0.83756, -2.05628, 0.97459], [0.25023, 0.92913, -2.34106]],
  "atomic_forces_ev_per_a": [[4.5, -4.3, 1.4], [6.0, 2.9, -1.5], [-0.2, -5.0, -2.6], [-2.2, -0.2, -0.4], [-0.2, 2.2, -1.5], [-0.1, 2.3, 2.7], [-2.3, 0.1, 1.1], [4.0, 1.7, 1.8], [-0.3, -1.1, 2.2], [-7.1, 3.5, -0.2], [-3.7, 4.3, 6.7], [-0.4, -0.4, 0.3], [-0.5, -4.4, -2.3], [-1.2, -0.4, -1.3], [7.7, -1.6, 0.7], [-2.5, 3.0, 0.3], [5.4, -3.3, 7.4], [-3.5, -1.1, 4.4], [-3.7, 1.9, 0.4], [-1.2, 4.8, -0.5], [-7.0, -5.4, -5.4], [1.8, 0.9, 2.5], [1.2, 1.1, 2.4], [7.7, 2.7, 0.7], [6.4, 1.8, 2.6], [4.3, 3.9, 3.4], [-0.3, -2.2, -1.7], [-1.0, 3.1, -2.5], [-5.3, -0.1, -2.7], [-5.4, 0.0, 3.1], [0.8, 8.6, 3.8], [2.3, -0.7, -0.5], [4.8, 1.9, -0.7], [-0.2, -1.2, -1.3], [1.1, -1.3, -1.3], [3.3, -2.5, 0.6], [0.8, 1.1, 3.6], [0.7, 2.0, -1.8], [0.7, -3.7, 1.1], [-2.2, -0.4, -2.2], [-4.1, -4.2, 2.8], [0.9, 0.2, -4.7], [-2.1, 3.1, -4.2], [2.2, -2.1, -3.7], [-7.8, -3.6, 2.4], [3.4, 1.6, 0.1], [2.8, 2.2, 2.8], [-1.2, 0.2, -1.1], [-0.5, -3.3, 0.2], [0.4, 1.3, -1.5], [-3.4, -1.0, 0.4], [-2.7, 0.4, 0.0], [0.3, 1.0, 0.1], [1.1, 0.4, -3.6], [-0.7, -0.8, 0.8], [-0.7, 0.4, -1.3], [-0.5, -1.5, 0.8], [1.4, -1.6, -2.1], [-2.2, -1.2, -0.8], [0.0, -1.9, 2.4], [-0.9, -0.1, 0.0], [-0.2, 2.2, 1.8], [0.1, 0.4, -0.7], [0.1, 3.1, -0.6], [0.8, 0.5, -0.4], [-0.8, -1.1, -2.7], [0.2, -2.5, -0.7], [-2.8, 2.2, -4.1], [-0.6, -0.5, -0.5], [-0.3, 0.6, 0.1], [0.2, -0.1, 2.7], [2.0, -2.6, -3.2], [-0.1, -0.6, 0.1], [-0.3, 0.2, -0.4], [1.7, 0.3, -0.6], [-2.6, -0.8, -1.9], [0.3, 0.1, 0.1], [1.6, -1.6, 1.6], [0.4, 1.6, -0.8], [0.4, 0.8, 0.8], [2.2, -2.8, 0.2], [-0.6, -2.0, -2.7], [2.5, -1.4, 0.3], [0.4, -0.8, -1.3], [-0.4, 2.3, 0.2], [0.5, -0.4, -0.9], [-3.1, -0.8, 2.4], [-0.7, -1.2, 1.5], [-0.3, 1.5, -1.8], [0.5, -0.4, -1.4]],
  "relative_energy_kj_mol": 1761.51,
  "homo_energy_ev": -7.334,
  "homo_lumo_gap_ev": 7.75,
  "energy_ha": -1890.86570,
  "smiles": "c1cc[nH]c1.c1cc[nH]c1.c1cc[nH]c1.c1cc[nH]c1.c1cc[nH]c1.c1cc[nH]c1.c1cc[nH]c1.c1cc[nH]c1.c1cc[nH]c1",
  "total_charge": 0
}

---

Entry 3:
{
  "formula": "C5H8O",
  "method": "ωB97M-V with the def2-TZVPD basis set",
  "symbols": ["O", "C", "C", "C", "C", "C", "H", "H", "H", "H", "H", "H", "H", "H"],
  "positions_angstrom": [[1.56690, -0.46688, 0.09001], [-0.50112, -0.04501, 0.97471], [-0.35012, 0.80343, -0.26230], [0.89711, 0.26635, -0.76210], [-0.94093, -0.23727, -1.27177], [0.89516, -0.36239, 1.41152], [-0.79353, -0.10490, -2.35548], [1.46780, 0.39753, 1.98096], [-0.60166, 1.86050, -0.33029], [1.01896, -1.33223, 1.90158], [-1.25755, 0.19603, 1.71716], [-2.01662, -0.30936, -1.07362], [-0.73523, -1.06244, -0.28352], [1.35082, 0.39663, -1.73687]],
  "atomic_forces_ev_per_a": [[-0.1, 0.0, -0.2], [0.0, 0.1, 0.3], [0.1, 0.0, 0.1], [0.2, 0.0, 0.1], [-0.3, -0.1, -0.3], [0.0, 0.0, 0.2], [0.0, 0.0, 0.2], [-0.1, -0.1, -0.1], [0.0, -0.2, 0.0], [0.0, 0.2, -0.1], [0.1, 0.0, -0.1], [0.2, 0.0, 0.0], [0.0, 0.0, -0.1], [-0.1, 0.0, 0.1]],
  "relative_energy_kj_mol": 582.12,
  "homo_energy_ev": [-6.722, -6.722],
  "homo_lumo_gap_ev": [7.42, 7.42],
  "energy_ha": -270.33618,
  "total_charge": 0
}